1.
Molecular formula: C4H9N2
Method: DFT, ωB97M-V/def2-TZVPD

Cartesian coordinates (Å):
C: -0.646 2.321 -0.912
C: 0.840 -0.254 1.034
C: -0.647 -1.362 -0.687
C: -0.381 -0.154 0.221
N: -0.903 1.171 -1.766
N: -0.619 0.943 -0.625
H: 0.311 2.715 -1.184
H: -1.395 3.034 -0.634
H: 0.595 -1.109 1.563
H: 1.780 -0.358 0.401
H: 0.956 0.527 1.734
H: -0.208 -2.235 -0.241
H: -0.291 -1.161 -1.642
H: -1.814 -1.626 -0.639
H: -1.408 -0.023 1.296

Cartesian forces, eV/Å:
1.42 1.67 -0.54
2.06 1.22 -1.98
-3.71 -0.83 2.93
-4.31 -1.70 2.28
-1.28 -1.07 -1.80
0.37 1.16 1.69
0.49 0.59 0.41
-0.75 -0.34 0.36
0.39 -1.93 1.23
-1.15 -0.11 0.86
0.23 1.04 0.69
0.53 -0.32 -0.06
0.49 -0.05 -1.85
2.55 0.80 -0.71
2.67 -0.14 -3.53

## Properties
Kohn-Sham gap (Eh): 0.3648
HOMO (eV): -16.07
2S+1: 1
Charge: +1
Relative energy (zero: lowest compared OMol25 entry of this formula, charge and spin) (eV): 6.157
E_LUMO (hartree): -0.226
E_tot (eV): -7261.9843

***

2.
Molecular formula: H24NO15
Method: DFT, ωB97M-V/def2-TZVPD

Cartesian coordinates (Å):
N: 0.034 -0.343 0.276
O: -1.087 -0.879 0.151
O: 0.903 -0.813 1.029
O: 0.363 0.637 -0.439
O: -2.857 1.300 -0.476
H: -2.709 0.406 -0.131
H: -3.480 1.186 -1.201
O: 1.426 -2.929 2.992
H: 1.232 -2.378 2.216
H: 2.280 -2.607 3.297
O: -2.154 -2.063 -2.197
H: -3.026 -1.689 -2.365
H: -1.844 -1.625 -1.375
O: 2.993 -0.110 -1.791
H: 2.159 0.195 -1.400
H: 3.475 0.700 -1.979
O: -1.110 3.522 -0.186
H: -1.342 3.952 -1.016
H: -1.721 2.762 -0.131
O: 3.927 0.399 2.310
H: 3.099 0.873 2.085
H: 4.592 1.091 2.344
O: 1.626 3.323 -0.757
H: 1.919 4.218 -0.556
H: 0.651 3.359 -0.670
O: -3.579 -3.650 -0.254
H: -2.963 -3.079 -0.759
H: -4.211 -3.958 -0.910
O: -1.972 -1.170 2.940
H: -1.449 -0.451 3.308
H: -1.768 -1.156 1.989
O: -1.256 1.749 -3.103
H: -0.779 2.564 -3.291
H: -0.930 1.468 -2.229
O: 1.795 -3.995 -0.995
H: 1.196 -4.620 -0.573
H: 1.657 -3.161 -0.527
O: 1.826 2.193 1.783
H: 1.449 3.061 1.640
H: 1.634 1.718 0.952

Cartesian forces, eV/Å:
2.16 0.02 -0.66
-0.62 -0.06 0.37
-0.92 -0.01 0.01
-0.78 0.01 0.10
-0.44 -0.16 0.08
0.41 0.19 0.03
0.14 0.16 -0.04
0.13 -0.03 -0.13
-0.12 0.03 0.26
-0.04 0.04 -0.08
-0.22 0.08 0.51
0.16 0.10 -0.10
0.27 0.11 -0.50
-0.07 0.07 -0.09
0.06 -0.02 0.06
-0.05 0.01 0.07
-0.08 0.25 -0.14
-0.19 -0.05 0.10
0.16 -0.11 -0.12
-0.33 0.03 -0.05
0.61 -0.21 0.31
-0.06 0.05 -0.03
-0.19 0.38 -0.36
0.04 -0.07 -0.05
0.21 -0.24 0.19
0.11 0.31 -0.05
-0.30 -0.61 0.10
0.09 -0.01 -0.03
-0.18 0.20 -0.16
0.08 -0.12 -0.05
0.11 -0.15 0.26
-0.03 0.12 0.31
0.11 -0.14 0.00
-0.02 -0.06 -0.21
-0.04 0.01 0.03
0.01 0.14 0.05
0.06 -0.12 -0.06
-0.13 -0.48 0.01
0.01 0.05 -0.11
-0.11 0.27 0.16

## Properties
Kohn-Sham gap (Eh): 0.3508
HOMO (eV): -7.17
2S+1: 1
Charge: -1
Relative energy (zero: lowest compared OMol25 entry of this formula, charge and spin) (eV): 0.285
E_LUMO (hartree): 0.087
E_tot (eV): -32592.4611

***

Look up the E_tot of the first one.
-7261.9843 eV

***

Number 1 is which compound?
C4H9N2

***

Among the records above, which one has the highest HOMO?
H24NO15